1.
{"formula": "C12Cl5F5RuSSbSe4", "method": "ωB97M-V/def2-TZVPD", "species": ["Ru", "Se", "Sb", "Se", "Se", "Se", "Cl", "C", "C", "C", "Cl", "C", "Cl", "C", "Cl", "C", "Cl", "F", "C", "C", "F", "C", "F", "C", "S", "C", "F", "C", "F"], "positions_angstrom": [[0.508, -0.464, -0.090], [0.882, 4.639, 0.354], [1.498, 2.422, 1.058], [2.518, -0.644, -1.184], [-0.848, 1.085, 1.135], [2.533, 2.084, 3.195], [-1.834, -2.524, -0.864], [-1.591, -1.333, -2.105], [-0.635, -0.346, -1.888], [-0.539, 0.643, -2.872], [0.498, 1.995, -2.616], [-1.303, 0.604, -4.036], [-1.139, 1.830, -5.242], [-2.216, -0.429, -4.235], [-3.161, -0.496, -5.681], [-2.373, -1.399, -3.254], [-3.533, -2.663, -3.469], [5.145, -5.753, 0.310], [4.207, -4.851, 0.648], [3.073, -4.699, -0.125], [2.912, -5.464, -1.216], [2.113, -3.776, 0.236], [1.025, -3.700, -0.528], [2.240, -2.960, 1.362], [1.029, -1.795, 1.847], [3.395, -3.150, 2.121], [3.601, -2.428, 3.223], [4.364, -4.074, 1.775], [5.468, -4.224, 2.531]], "nbo_charge": [0.43, -0.76, 0.82, -0.30, -0.46, -0.71, 0.02, 0.01, -0.26, -0.08, 0.06, -0.09, 0.02, -0.10, 0.01, -0.13, 0.01, -0.31, 0.24, 0.25, -0.31, 0.34, -0.30, -0.27, -0.14, 0.31, -0.29, 0.29, -0.32], "s_squared": 8.799, "spin_multiplicity": 6, "total_charge": -2, "energy_ha": -13596.7326}

---

2.
{"formula": "C57H53N5PTa", "method": "ωB97M-V/def2-TZVPD", "species": ["Ta", "C", "C", "C", "C", "C", "C", "N", "C", "C", "C", "C", "C", "C", "N", "N", "C", "C", "C", "C", "C", "N", "H", "H", "H", "H", "H", "H", "H", "H", "H", "H", "H", "H", "H", "C", "C", "C", "C", "C", "C", "P", "C", "C", "C", "C", "C", "C", "C", "C", "C", "C", "C", "C", "C", "C", "C", "C", "H", "H", "H", "H", "H", "H", "H", "H", "H", "H", "H", "H", "H", "H", "H", "H", "C", "C", "C", "C", "C", "C", "C", "C", "N", "C", "C", "C", "C", "C", "C", "C", "C", "C", "C", "H", "H", "H", "H", "H", "H", "H", "H", "H", "H", "H", "H", "H", "H", "H", "H", "H", "H", "H", "H", "H", "H", "H", "H"], "positions_angstrom": [[-0.767, -0.572, 0.231], [2.329, -0.520, 5.081], [0.963, -0.958, 5.094], [0.339, -1.369, 3.957], [0.985, -1.252, 2.768], [2.362, -0.887, 2.727], [3.000, -0.572, 3.860], [0.241, -1.639, 1.595], [-0.023, -3.087, 1.496], [0.772, -4.076, 2.057], [0.312, -5.376, 1.950], [-1.047, -5.711, 1.509], [-1.872, -4.703, 1.295], [-1.366, -3.431, 1.128], [-2.106, -2.309, 0.904], [-3.310, -2.369, 0.961], [-3.910, -1.106, 0.577], [-5.269, -1.061, 0.510], [-5.877, 0.224, 0.201], [-5.025, 1.281, 0.091], [-3.608, 1.068, 0.119], [-3.020, -0.093, 0.308], [2.881, -0.255, 6.019], [0.456, -1.035, 6.109], [-0.652, -1.629, 3.998], [2.791, -0.751, 1.708], [4.015, -0.245, 3.826], [1.833, -3.816, 2.526], [0.759, -6.376, 2.057], [-1.192, -6.797, 1.419], [-2.928, -4.871, 1.181], [-5.875, -1.915, 0.810], [-6.939, 0.084, 0.222], [-5.537, 2.244, -0.033], [-2.867, 1.847, 0.055], [5.372, 0.685, -0.205], [4.232, 1.503, -0.289], [3.079, 0.805, -0.528], [2.991, -0.566, -0.587], [4.155, -1.364, -0.414], [5.335, -0.701, -0.185], [1.360, -1.140, -1.281], [1.550, -0.708, -3.065], [0.756, -1.308, -4.033], [0.923, -0.964, -5.358], [1.886, -0.039, -5.741], [2.651, 0.651, -4.752], [2.540, 0.277, -3.458], [0.838, -2.918, -1.317], [1.561, -4.076, -1.559], [0.952, -5.221, -2.106], [-0.380, -5.346, -2.403], [-1.156, -4.150, -2.252], [-2.491, -4.005, -2.851], [-3.091, -2.795, -2.791], [-2.538, -1.641, -2.215], [-1.294, -1.710, -1.615], [-0.564, -2.954, -1.655], [6.343, 1.082, 0.091], [4.308, 2.573, -0.173], [2.151, 1.314, -0.467], [4.159, -2.418, -0.689], [6.201, -1.323, -0.149], [0.006, -2.010, -3.717], [0.254, -1.536, -6.110], [2.024, 0.171, -6.821], [3.333, 1.442, -5.084], [3.217, 0.773, -2.799], [2.667, -3.981, -1.464], [1.548, -6.117, -2.274], [-0.840, -6.236, -2.831], [-2.874, -4.895, -3.364], [-4.075, -2.640, -3.318], [-3.105, -0.737, -2.278], [2.224, 3.985, -3.012], [1.106, 3.060, -2.659], [0.265, 2.475, -3.604], [-0.862, 1.761, -3.221], [-1.958, 1.350, -4.147], [-1.023, 1.425, -1.900], [-0.193, 1.979, -0.935], [0.803, 2.822, -1.342], [-0.420, 1.458, 0.405], [-0.557, 2.304, 1.612], [-1.539, 1.660, 2.605], [-1.489, 2.438, 3.932], [-2.021, 3.883, 3.619], [-1.188, 4.519, 2.544], [0.258, 4.747, 3.055], [0.814, 3.361, 3.442], [-0.058, 2.543, 4.450], [0.814, 2.522, 2.175], [-1.162, 3.716, 1.236], [3.056, 3.435, -3.381], [2.555, 4.369, -2.083], [1.856, 4.862, -3.601], [0.377, 2.644, -4.697], [-1.673, 0.384, -4.529], [-2.215, 1.985, -5.095], [-2.914, 1.236, -3.583], [-1.982, 0.881, -1.666], [1.372, 3.209, -0.556], [-1.363, 0.624, 2.661], [-2.523, 1.815, 2.201], [-2.071, 1.915, 4.703], [-2.038, 4.565, 4.488], [-3.127, 3.711, 3.313], [-1.516, 5.528, 2.166], [0.248, 5.418, 3.918], [0.937, 5.286, 2.345], [1.795, 3.376, 3.826], [0.023, 2.996, 5.424], [0.530, 1.601, 4.557], [1.265, 1.578, 2.502], [1.414, 3.023, 1.361], [-0.504, 4.297, 0.508], [-2.155, 3.514, 0.755]], "lowdin_charge": [1.75, -0.04, -0.06, -0.07, -0.30, -0.04, -0.09, -0.13, -0.20, -0.01, -0.01, -0.04, -0.03, -0.23, -0.08, 0.17, -0.27, 0.05, 0.01, 0.01, -0.10, -0.01, 0.13, 0.14, 0.10, 0.10, 0.11, 0.18, 0.12, 0.13, 0.13, 0.14, 0.12, 0.13, 0.08, -0.04, -0.03, -0.18, -0.36, -0.06, -0.07, 1.12, -0.26, -0.09, -0.08, -0.04, -0.08, -0.08, -0.31, -0.05, -0.06, 0.00, -0.12, 0.01, -0.08, -0.13, -0.29, -0.26, 0.12, 0.12, 0.05, 0.11, 0.11, 0.09, 0.15, 0.12, 0.12, 0.09, 0.12, 0.12, 0.13, 0.13, 0.13, 0.08, 0.00, -0.24, 0.01, -0.26, -0.03, -0.08, -0.30, -0.04, -0.09, -0.45, -0.09, -0.24, -0.10, -0.30, -0.09, -0.26, -0.09, -0.10, -0.06, 0.07, 0.06, 0.12, 0.15, 0.06, 0.13, 0.08, 0.07, 0.09, 0.08, 0.09, 0.15, 0.13, 0.15, 0.16, 0.12, 0.13, 0.13, 0.12, 0.10, 0.11, 0.13, 0.14, 0.12], "spin_multiplicity": 1, "total_charge": 2, "de_lowest_kj_mol": 382.74}

---

3.
{"formula": "C14H15N4O2Pd", "method": "ωB97M-V/def2-TZVPD", "species": ["Pd", "O", "C", "N", "C", "C", "C", "C", "C", "C", "N", "C", "C", "C", "C", "C", "N", "H", "H", "H", "H", "H", "H", "H", "H", "H", "H", "C", "C", "N", "O", "H", "H", "H", "H", "H"], "positions_angstrom": [[-0.099, -0.226, -0.325], [1.687, 0.759, 3.640], [1.438, 0.461, 2.446], [0.316, 0.061, 1.912], [-0.819, 0.024, 2.786], [-2.075, -0.199, 1.976], [-3.083, -1.047, 2.421], [-4.202, -1.261, 1.629], [-4.292, -0.602, 0.415], [-3.255, 0.248, 0.056], [-2.162, 0.439, 0.797], [2.590, 0.565, 1.448], [3.886, 0.697, 1.941], [4.940, 0.788, 1.053], [4.672, 0.757, -0.309], [3.351, 0.636, -0.709], [2.328, 0.541, 0.138], [-0.924, 0.958, 3.358], [-0.746, -0.769, 3.546], [-2.969, -1.544, 3.377], [-4.986, -1.936, 1.953], [-5.139, -0.737, -0.245], [-3.294, 0.803, -0.875], [4.007, 0.727, 3.015], [5.958, 0.882, 1.413], [5.459, 0.827, -1.048], [3.090, 0.615, -1.762], [-1.509, -5.049, -1.576], [-1.193, -3.563, -1.692], [-1.484, -2.827, -0.603], [-0.648, -3.137, -2.698], [-2.284, -5.278, -0.844], [-0.597, -5.574, -1.287], [-1.810, -5.413, -2.556], [-1.795, -3.321, 0.216], [-1.085, -1.862, -0.415]], "nbo_charge": [0.13, -0.77, 0.56, -0.68, -0.27, 0.23, -0.27, -0.19, -0.28, 0.03, -0.45, 0.16, -0.24, -0.19, -0.29, 0.03, -0.43, 0.20, 0.18, 0.21, 0.20, 0.21, 0.19, 0.24, 0.20, 0.20, 0.18, -0.71, 0.66, -0.81, -0.64, 0.20, 0.23, 0.22, 0.38, 0.38], "spin_multiplicity": 1, "total_charge": -1, "de_lowest_kj_mol": 73.97}